[1]
Entry from the OMol25 dataset: a cluster of 5 separate species, C2H14O5 in total in a non-equilibrium geometry (ωB97M-V with the def2-TZVPD basis set).

Values from the calculation:
**SMILES**: CCO.O.O.O.O
**E_LUMO**: 0.6 eV
**HOMO-LUMO gap**: 0.396 Eh
**E**: -12538.10408 eV
**Highest occupied orbital energy**: -10.158 eV

Cartesian coordinates (Å):
C  -1.823  2.452  -1.478
C  -1.526  0.964  -1.043
O  -0.264  0.349  -1.483
H  -2.215  2.482  -2.481
H  -1.134  3.247  -1.168
H  -2.707  2.762  -0.926
H  -1.371  0.898  -0.037
H  -2.393  0.375  -1.295
H  0.433  0.665  -0.905
O  0.115  -2.354  -1.059
H  -0.523  -2.991  -1.501
H  -0.159  -1.452  -1.332
O  1.523  -0.017  2.574
H  0.764  0.035  3.080
H  1.249  -0.830  2.050
O  0.282  -2.162  1.759
H  0.241  -2.392  0.793
H  0.730  -2.885  2.130
O  1.332  1.372  0.157
H  2.119  0.857  0.122
H  1.160  1.225  1.021

[2]
Entry from the OMol25 dataset: a cluster of 4 separate species, C2H15N2O3 in total in a non-equilibrium geometry (ωB97M-V with the def2-TZVPD basis set).

Values from the calculation:
**E_LUMO**: -3.0 eV
**Net charge**: +1
**HOMO-LUMO gap**: 0.382 Eh
**E**: -11433.95098 eV
**Highest occupied orbital energy**: -13.339 eV

Cartesian coordinates (Å):
N  -0.735  0.487  -0.131
C  0.389  1.329  -0.605
C  1.760  0.721  -0.416
N  1.715  -0.683  -0.823
H  -1.365  0.387  -0.941
H  -0.581  -0.481  0.178
H  -1.219  0.925  0.658
H  0.225  1.566  -1.650
H  0.298  2.349  -0.233
H  2.440  1.155  -1.105
H  2.252  0.924  0.539
H  2.631  -1.041  -1.036
H  1.242  -1.324  -0.203
H  -0.624  -0.278  -2.765
H  -1.976  -0.848  -3.191
O  -1.344  -0.842  -2.462
H  -0.384  1.487  3.143
H  -0.416  -0.038  3.490
O  -0.938  0.703  3.175
H  -0.579  -2.690  1.651
H  -1.869  -1.983  1.322
O  -0.922  -1.823  1.403

[3]
Entry from the OMol25 dataset: a cluster of 4 separate species, C2H15N2O3 in total in a non-equilibrium geometry (ωB97M-V with the def2-TZVPD basis set).

Values from the calculation:
**E_LUMO**: -2.9 eV
**Net charge**: +1
**HOMO-LUMO gap**: 0.368 Eh
**E**: -11434.03402 eV
**Highest occupied orbital energy**: -12.907 eV

Cartesian coordinates (Å):
N  -0.487  -0.981  -0.900
C  -0.438  0.388  -0.309
C  0.809  0.387  0.650
N  1.965  -0.242  0.108
H  -0.553  -1.675  -0.137
H  -1.343  -1.082  -1.450
H  0.312  -1.261  -1.444
H  -0.293  1.100  -1.115
H  -1.377  0.644  0.175
H  0.906  1.425  0.957
H  0.479  -0.249  1.477
H  2.198  -1.178  0.364
H  2.580  0.343  -0.424
H  -0.699  4.816  2.816
H  -2.259  4.698  3.040
O  -1.496  4.335  2.584
H  -1.782  -1.697  2.028
H  -2.282  -2.970  1.382
O  -1.508  -2.395  1.420
H  2.347  -1.956  -3.465
H  1.295  -1.130  -4.317
O  1.628  -1.319  -3.439

[4]
Entry from the OMol25 dataset: a structure of composition C2H15NO5 in a non-equilibrium geometry (ωB97M-V with the def2-TZVPD basis set).

Values from the calculation:
**E_LUMO**: -5.4 eV
**HOMO-LUMO gap**: 0.144 Eh
**E**: -14036.59528 eV
**Highest occupied orbital energy**: -9.270 eV

Cartesian coordinates (Å):
C  1.590  0.714  -1.277
N  0.558  0.557  -0.294
C  -0.745  0.827  -0.776
O  -0.259  -1.510  1.444
H  2.587  0.470  -0.922
H  1.663  1.694  -1.743
H  1.398  -0.070  -2.056
H  -1.510  0.517  -0.074
H  -0.857  1.889  -0.982
H  -0.937  0.344  -1.769
H  -1.072  -1.795  0.990
H  -0.140  -2.496  -2.328
H  0.577  -0.436  0.023
O  0.251  -1.715  -1.917
H  1.260  -1.903  -1.323
H  2.507  -2.814  -0.500
O  2.145  -1.925  -0.535
H  -1.375  0.754  3.070
H  -0.496  -0.573  1.709
O  -1.146  0.815  2.126
H  -1.716  1.757  1.662
H  -2.631  3.320  1.324
O  -2.008  2.676  0.967

[5]
Entry from the OMol25 dataset: a structure of composition C2H15NaO6 in a non-equilibrium geometry (ωB97M-V with the def2-TZVPD basis set).

Values from the calculation:
**E_LUMO**: -0.6 eV
**HOMO-LUMO gap**: 0.235 Eh
**E**: -19019.38911 eV
**Highest occupied orbital energy**: -6.985 eV

Cartesian coordinates (Å):
Na  -0.024  0.055  1.145
C  -0.647  -0.870  -3.117
C  0.659  -1.194  -2.335
O  0.825  -0.356  -1.222
H  -1.561  -1.104  -2.572
H  -0.619  -1.481  -4.019
H  -0.874  0.134  -3.475
H  1.526  -1.192  -2.996
H  0.614  -2.244  -2.047
O  1.522  1.840  0.607
H  1.562  1.174  -0.078
H  2.415  2.179  0.665
O  2.842  -1.109  0.591
H  3.580  -0.593  0.269
H  2.138  -0.939  -0.035
O  -2.111  -1.324  1.171
H  -2.415  -2.213  1.350
H  -2.866  -0.768  1.366
O  -0.477  0.622  3.756
H  -0.320  1.202  4.501
H  -1.124  1.084  3.223
O  -1.438  1.998  1.012
H  -2.268  2.297  1.382
H  -0.939  2.801  0.860

[6]
Entry from the OMol25 dataset: a cluster of 6 separate species, C2H15O5S in total in a non-equilibrium geometry (ωB97M-V with the def2-TZVPD basis set).

Values from the calculation:
**E_LUMO**: 3.3 eV
**Net charge**: -1
**HOMO-LUMO gap**: 0.246 Eh
**E**: -23391.20569 eV
**Highest occupied orbital energy**: -3.402 eV

Cartesian coordinates (Å):
C  2.111  -0.528  -2.252
C  1.057  -0.917  -1.229
S  0.115  0.282  -0.392
H  1.950  -0.831  -3.327
H  3.094  -0.733  -1.792
H  2.195  0.541  -2.461
H  1.595  -1.398  -0.414
H  0.374  -1.664  -1.715
H  -0.963  -3.203  0.178
H  0.392  -3.583  0.984
O  -0.055  -3.498  0.129
H  -3.135  -1.978  -0.352
H  -2.003  -1.000  0.011
O  -2.690  -1.614  0.436
H  2.032  0.398  2.040
H  1.705  2.002  1.828
O  2.242  1.299  2.263
H  0.318  3.105  1.506
H  0.855  2.844  0.133
O  1.113  3.294  0.998
H  -3.377  0.510  0.158
H  -2.665  1.597  -0.432
O  -3.496  1.485  0.045

[7]
Entry from the OMol25 dataset: a structure of composition C2H16B3BeCl4 in a non-equilibrium geometry (ωB97M-V with the def2-TZVPD basis set).

Values from the calculation:
**E_LUMO**: 2.7 eV
**Net charge**: -1
**HOMO-LUMO gap**: 0.304 Eh
**E**: -54849.80681 eV
**Highest occupied orbital energy**: -5.560 eV

Cartesian coordinates (Å):
Be  -0.435  0.980  0.170
B  -2.209  1.242  -1.171
H  -1.858  0.159  -1.453
H  -2.621  1.246  -0.062
H  -1.303  2.017  -1.252
H  -3.040  1.584  -1.909
B  0.224  1.815  2.485
H  -0.879  2.229  2.332
H  0.219  0.653  2.574
H  0.834  2.116  1.514
H  0.764  2.312  3.394
B  1.654  -0.350  0.523
H  1.435  -0.952  -0.458
H  0.878  -0.669  1.336
H  2.706  -0.625  0.957
H  1.675  0.818  0.342
C  -2.048  -3.070  0.963
Cl  -0.899  -3.809  2.094
Cl  -1.175  -1.919  -0.045
H  -2.537  -3.801  0.328
H  -2.798  -2.530  1.533
C  2.360  -0.004  -2.834
Cl  0.655  0.336  -2.494
Cl  3.308  1.436  -3.191
H  2.728  -0.558  -1.973
H  2.362  -0.655  -3.703

[8]
Entry from the OMol25 dataset: a structure of composition C2H16MgN4O6 in a non-equilibrium geometry (ωB97M-V with the def2-TZVPD basis set).

Values from the calculation:
**E_LUMO**: -6.0 eV
**Net charge**: +2
**HOMO-LUMO gap**: 0.384 Eh
**E**: -26016.55931 eV
**Highest occupied orbital energy**: -16.494 eV

Cartesian coordinates (Å):
Mg  -0.878  0.038  -0.962
C  -0.289  -1.622  1.803
O  -0.810  -0.945  0.895
N  -0.975  -2.174  2.831
N  1.022  -1.918  1.796
H  -0.553  -2.860  3.426
H  -1.947  -1.916  2.885
H  1.570  -2.486  2.413
H  1.459  -1.524  0.972
C  1.762  1.626  0.188
O  0.973  0.742  -0.189
N  1.914  1.984  1.493
N  2.477  2.394  -0.664
H  2.470  2.779  1.741
H  1.472  1.408  2.188
H  3.169  3.027  -0.308
H  2.503  2.147  -1.638
O  0.128  -1.500  -1.597
H  0.538  -1.538  -2.473
H  0.333  -2.352  -1.190
O  -2.599  -0.982  -1.059
H  -2.635  -1.941  -0.948
H  -3.508  -0.721  -1.267
O  -0.974  0.575  -2.856
H  -1.501  0.060  -3.486
H  -0.616  1.308  -3.376
O  -1.421  1.808  -0.417
H  -0.910  2.626  -0.371
H  -2.176  1.955  0.172

[9]
Entry from the OMol25 dataset: a cluster of 5 separate species, C2H16N2O4 in total in a non-equilibrium geometry (ωB97M-V with the def2-TZVPD basis set).

Values from the calculation:
**SMILES**: NCCN.O.O.O.O
**E_LUMO**: 0.4 eV
**HOMO-LUMO gap**: 0.356 Eh
**E**: -13502.38027 eV
**Highest occupied orbital energy**: -9.279 eV

Cartesian coordinates (Å):
N  0.249  3.036  0.041
C  -0.635  2.481  -1.056
C  -0.706  0.943  -1.261
N  -0.826  -0.051  -0.204
H  1.173  2.432  -0.057
H  -0.091  2.866  1.031
H  -0.219  2.926  -1.993
H  -1.589  2.915  -0.782
H  -1.556  0.910  -2.114
H  0.208  0.678  -1.862
H  -0.327  0.230  0.657
H  -1.826  -0.071  0.131
O  -0.101  0.170  2.676
H  0.077  0.506  3.566
H  0.009  -0.861  2.700
O  0.305  -2.440  2.274
H  -0.265  -2.998  2.693
H  0.221  -2.787  1.270
O  -0.053  -3.027  -0.302
H  0.611  -3.575  -0.882
H  -0.059  -2.035  -0.419
O  2.161  -0.613  -1.972
H  1.205  -0.249  -1.734
H  2.036  -1.384  -2.399

[10]
Entry from the OMol25 dataset: a cluster of 6 separate species, C2H16N2O4 in total in a non-equilibrium geometry (ωB97M-V with the def2-TZVPD basis set).

Values from the calculation:
**E_LUMO**: -5.0 eV
**HOMO-LUMO gap**: 0.126 Eh
**E**: -13495.74454 eV
**Highest occupied orbital energy**: -8.406 eV

Cartesian coordinates (Å):
C  1.222  -2.503  0.486
C  1.910  -1.446  1.198
N  1.044  -0.650  2.189
N  -0.749  -0.819  0.223
H  1.315  -2.582  -0.587
H  1.331  -3.418  1.064
H  2.783  -1.556  1.823
H  2.052  -0.615  0.359
H  0.964  -1.282  2.980
H  0.051  -0.884  1.761
H  -0.028  -1.558  0.430
H  -1.746  -1.046  0.398
H  -0.847  -0.311  -0.706
H  -2.789  3.190  -1.424
O  -2.541  2.418  -0.937
H  0.814  1.603  -0.550
H  0.403  1.141  -2.001
O  1.105  1.565  -1.536
H  -1.964  1.805  -1.584
H  -1.480  0.770  -3.292
O  -1.196  0.744  -2.372
H  -0.241  1.231  1.111
H  -1.157  2.102  0.289
O  -0.256  2.098  0.678

[11]
Entry from the OMol25 dataset: a cluster of 5 separate species, C2H16N2O4 in total in a non-equilibrium geometry (ωB97M-V with the def2-TZVPD basis set).

Values from the calculation:
**2S+1**: 2
**E_LUMO (spin up / spin down)**: -3.0 / -8.6 eV
**Net charge**: +1
**HOMO-LUMO gap (spin up / spin down)**: 0.402 / 0.197 Eh
**E**: -13495.01365 eV
**Highest occupied orbital energy (spin up / spin down)**: -13.984 / -13.980 eV

Cartesian coordinates (Å):
N  1.748  0.822  0.431
C  2.102  0.621  -0.933
C  1.375  -0.641  -1.474
N  -0.062  -0.376  -1.504
H  0.853  1.343  0.557
H  2.474  1.310  0.965
H  3.178  0.659  -1.107
H  1.640  1.474  -1.456
H  1.621  -0.951  -2.486
H  1.609  -1.507  -0.847
H  -0.456  -0.655  -2.398
H  -0.626  -0.913  -0.842
H  -1.350  2.130  -0.487
H  -0.338  1.033  -1.095
O  -0.462  1.762  -0.414
H  -3.052  1.782  1.198
H  -2.738  0.314  0.953
O  -3.318  1.036  0.651
H  -0.846  -1.796  1.149
H  -2.096  -2.178  0.410
O  -1.702  -1.431  0.882
H  1.565  -1.723  2.633
H  1.220  -0.845  1.429
O  1.136  -1.741  1.771